1.
DFT (ωB97M-V with the def2-TZVPD basis set) results for a 10-piece molecular cluster, C6H33NO10 overall in a non-equilibrium geometry.

Each atom is followed by the atoms it is bonded to, with distances in Å.
Atoms and positions in Å:
1 C 3.06805 -2.81938 4.48769  O2 1.404, H7 1.091, H8 1.089, H9 1.100
2 O 2.11358 -1.85114 4.83875  C1 1.404, C3 1.410
3 C 2.25500 -0.62274 4.16060  O2 1.410, C4 1.519, H10 1.092, H11 1.104
4 C 2.15624 -0.64029 2.64486  C3 1.519, C5 1.519, N6 1.494, H12 1.091
5 C 2.70254 0.65931 2.08029  C4 1.519, H13 1.094, H14 1.098, H15 1.093
6 N 0.73159 -0.88601 2.26658  C4 1.494, H16 1.020, H17 1.015
7 H 3.10174 -3.07958 3.42851  C1 1.091
8 H 2.81991 -3.71101 5.06230  C1 1.089
9 H 4.07543 -2.50705 4.80167  C1 1.100
10 H 1.50313 0.06393 4.55553  C3 1.092
11 H 3.22760 -0.18821 4.45048  C3 1.104
12 H 2.67659 -1.49014 2.20158  C4 1.091
13 H 3.77930 0.66005 1.88485  C5 1.094
14 H 2.56725 1.53238 2.73141  C5 1.098
15 H 2.21629 0.94321 1.14315  C5 1.093
16 H 0.17218 -0.27871 2.86498  N6 1.020
17 H 0.60327 -0.46724 1.35100  N6 1.015
18 C -1.04835 1.56357 1.30424  O19 1.434, H20 1.083, H21 1.092, H22 1.093
19 O -1.30640 1.49142 2.71334  C18 1.434, H23 0.961
20 H -1.06302 0.53699 0.95824  C18 1.083
21 H -1.84151 2.11854 0.79962  C18 1.092
22 H -0.07517 2.00147 1.06923  C18 1.093
23 H -1.22367 2.38667 3.05278  O19 0.961
24 C -4.26826 1.46272 -1.03403  O25 1.426, H26 1.089, H27 1.092, H28 1.096
25 O -4.80943 0.28985 -1.63796  C24 1.426, H29 0.967
26 H -4.78860 2.32463 -1.45036  C24 1.089
27 H -4.35757 1.38997 0.05175  C24 1.092
28 H -3.22042 1.61454 -1.31856  C24 1.096
29 H -4.15090 -0.40272 -1.49062  O25 0.967
30 O -2.78388 -1.80416 -1.66368  H31 0.961, H32 0.967
31 H -2.87444 -2.74878 -1.51040  O30 0.961
32 H -1.87504 -1.59373 -1.40977  O30 0.967
33 O -1.50731 2.99349 -3.15225  H34 0.975, H35 0.960
34 H -0.67451 2.93506 -2.64811  O33 0.975
35 H -1.75589 3.92024 -3.12862  O33 0.960
36 O -1.01632 0.37219 -3.98584  H37 0.973, H38 0.962
37 H -1.25222 1.30000 -3.81360  O36 0.973
38 H -1.72277 0.02554 -4.53899  O36 0.962
39 O 0.60270 -2.62769 -2.19423  H40 0.964, H41 0.966
40 H 1.04898 -2.89307 -1.38148  O39 0.964
41 H 1.20629 -2.87444 -2.90685  O39 0.966
42 O 0.80535 2.25636 -1.87156  H43 0.960, H44 0.977
43 H 1.70863 2.25253 -2.19805  O42 0.960
44 H 0.66940 1.38529 -1.45079  O42 0.977
45 O 1.22940 -1.47067 -4.89415  H46 0.961, H47 0.967
46 H 0.86544 -1.21799 -5.74680  O45 0.961
47 H 0.59560 -1.10920 -4.25903  O45 0.967
48 O -0.30365 -0.19609 -1.39012  H49 0.978, H50 0.977
49 H 0.09450 -1.07013 -1.57426  O48 0.978
50 H -0.67664 0.07024 -2.25330  O48 0.977

Results
LUMO = 0.004 hartree
Spin multiplicity = 1
HOMO level = -9.3 eV
Total energy = -1055.5106 Eh
Energy above the lowest of the compared OMol25 structures with the same formula, charge and spin = 62.4 kcal/mol

---

2.
DFT (ωB97M-V with the def2-TZVPD basis set) results for a 2-piece molecular cluster, C2H8NO overall.

Each atom is followed by the atoms it is bonded to, with distances in Å.
Atoms and positions in Å:
1 O 2.31210 -0.99041 1.27639  H2 0.964
2 H 2.07483 -0.97012 2.21015  O1 0.964
3 C -0.75024 -0.71742 -1.05344  N4 1.465, H6 1.117, H7 1.109, H8 1.090
4 N 0.24742 0.18215 -0.47001  C3 1.465, C5 1.439, H9 1.043
5 C -0.34828 1.21792 0.33265  N4 1.439, H10 1.130, H11 1.112, H12 1.100
6 H -1.65375 -0.13036 -1.34778  C3 1.117
7 H -1.02944 -1.65341 -0.52867  C3 1.109
8 H -0.31996 -1.10759 -1.97627  C3 1.090
9 H 1.05403 -0.33246 -0.05503  N4 1.043
10 H -0.92645 1.90581 -0.35311  C5 1.130
11 H -1.05955 0.79399 1.07476  C5 1.112
12 H 0.39927 1.80190 0.89036  C5 1.100

Results
LUMO (alpha / beta) = 0.275 / 0.287 hartree
Spin multiplicity = 2
HOMO level (alpha / beta) = 4.6 / 0.3 eV
Total energy = -210.7879 Eh
Expectation value of S² = 0.7505
Total charge = -2
Energy above the lowest of the compared OMol25 structures with the same formula, charge and spin = 16.6 kcal/mol

---

3.
DFT (ωB97M-V with the def2-TZVPD basis set) results for the molecule C3H8N2O in a non-equilibrium geometry.

Each atom is followed by the atoms it is bonded to, with distances in Å.
Atoms and positions in Å:
1 C 2.10764 0.88509 0.76047  N2 1.436, H7 1.100, H8 1.087, H9 1.095
2 N 0.67937 0.75556 0.68195  C1 1.436, C3 1.369, H10 1.008
3 C 0.08963 0.07722 -0.35076  N2 1.369, O4 1.222, N5 1.376
4 O 0.68618 -0.35750 -1.32450  C3 1.222
5 N -1.25320 -0.10897 -0.11690  C3 1.376, C6 1.443, H11 1.010
6 C -1.92131 -1.15584 -0.85121  N5 1.443, H12 1.100, H13 1.089, H14 1.089
7 H 2.40219 0.80988 1.81776  C1 1.100
8 H 2.28186 1.83301 0.25699  C1 1.087
9 H 2.59100 0.05681 0.23214  C1 1.095
10 H 0.14640 1.44030 1.19526  N2 1.008
11 H -1.51955 0.01232 0.85017  N5 1.010
12 H -1.57214 -2.16179 -0.57642  C6 1.100
13 H -2.99064 -1.07522 -0.66210  C6 1.089
14 H -1.72743 -1.01087 -1.91283  C6 1.089

Results
LUMO = 0.032 hartree
Spin multiplicity = 1
HOMO level = -9.2 eV
Total energy = -303.8728 Eh
Energy above the lowest of the compared OMol25 structures with the same formula, charge and spin = 12.1 kcal/mol